No. 1
The following is a DFT calculation (the ωB97M-V functional and the def2-TZVPD basis) of C23H32F5N2O5PPd as an isolated structure.

Structure (ORCA input):
```
! RIJCOSX wB97M-V def2-TZVPD def2/J DEFGRID3
* xyz 0 1
Pd 0.65165 0.05258 0.49807
O 2.70538 -0.11341 1.24199
C 3.68074 0.92303 1.46889
C 4.30617 1.28000 0.13943
C 3.25690 1.71489 -0.88766
C 2.38042 2.82222 -0.36307
C 2.93094 4.04297 0.02591
C 2.10607 5.03126 0.52319
C 0.74521 4.78418 0.61431
C 0.28517 3.54355 0.21720
N 1.07344 2.57105 -0.24625
H 2.46901 -0.49553 2.09538
H 4.43749 0.53909 2.15560
H 3.18443 1.77748 1.93720
H 4.83832 0.40802 -0.24754
H 5.04494 2.06523 0.31497
H 2.63405 0.85234 -1.13772
H 3.72829 2.03945 -1.81858
H 3.99641 4.20648 -0.06748
H 2.51599 5.98105 0.84080
H 0.05815 5.52812 0.99076
H -0.77040 3.30870 0.27517
O 0.12365 0.62293 4.49262
N 0.14821 0.29891 3.32953
O -0.36645 -0.73631 2.89170
O 0.72743 1.08430 2.47071
C -3.04731 -0.27691 -2.44669
C -1.61389 -0.21592 -1.91529
C -0.87639 0.96414 -2.54651
P -1.46109 -0.21631 -0.08670
C -2.59248 1.13473 0.48047
C -4.10393 0.84602 0.43702
C -2.26540 1.75802 1.83558
C -1.90143 -1.89014 0.58824
C -2.16360 -2.96282 -0.47389
C -3.02776 -1.90628 1.62032
H -3.00943 -0.46860 -3.52069
H -3.56279 0.67302 -2.30411
H -3.64879 -1.06444 -1.99533
H -1.07511 -1.11465 -2.21513
H -1.37922 1.91213 -2.34124
H -0.86103 0.82812 -3.62928
H 0.14804 1.04134 -2.19477
H -2.37180 1.88951 -0.28559
H -4.43973 0.46562 1.39817
H -4.41251 0.14187 -0.32812
H -4.63321 1.78269 0.25338
H -2.43456 1.05368 2.64826
H -2.92759 2.61321 1.99004
H -1.23925 2.10599 1.90614
H -0.98732 -2.14500 1.12662
H -3.15524 -2.85089 -0.91348
H -2.12747 -3.94213 0.00726
H -1.43449 -2.97173 -1.27772
H -4.00022 -1.73772 1.16035
H -2.87117 -1.17838 2.41324
H -3.04813 -2.89296 2.08640
F 2.27023 -6.44827 -1.28002
C 1.96075 -5.15009 -1.19218
C 1.64746 -4.41824 -2.32768
F 1.63969 -5.01236 -3.52248
C 1.33509 -3.07938 -2.21904
F 1.00421 -2.40769 -3.33528
C 1.30924 -2.39472 -0.99295
O 0.99808 -1.11858 -1.01703
C 1.63603 -3.15944 0.12494
F 1.63001 -2.62092 1.36053
C 1.95027 -4.50824 0.03049
F 2.25163 -5.18980 1.13859
*
```

For the lowest unoccupied orbital energy, the calculation gives -0.091 eV. The calculation puts the HOMO energy at -8.213 eV. The energy above the lowest of the compared OMol25 structures with the same formula, charge and spin comes out at 61.9 kJ/mol.

---

No. 2
The following is a DFT calculation (the ωB97M-V functional and the def2-TZVPD basis) of C27H48AlF10N4O4S3 as an isolated structure.

Structure (ORCA input):
```
! RIJCOSX wB97M-V def2-TZVPD def2/J DEFGRID3
* xyz -1 1
C -4.19812 1.77806 5.66289
C -4.73039 2.65813 4.53361
S -4.86687 1.76189 2.96659
C -3.17140 0.98167 2.84661
N -3.00160 0.35308 1.60805
C -2.07149 1.01382 0.76410
C -0.65559 0.42756 0.85187
C -0.26380 0.11601 2.28200
S 1.50968 0.29610 2.40797
C 2.02083 1.86347 2.70620
S 3.37500 1.89932 3.68932
N 1.39943 2.98660 2.18111
C 0.67874 3.91869 2.90577
C 0.29551 4.84456 1.99127
N 0.74532 4.52713 0.74086
C 1.39426 3.41212 0.87591
H -4.38723 2.20253 6.64506
H -4.63694 0.79231 5.57696
H -3.12328 1.68677 5.55411
H -5.71112 3.04785 4.77363
H -4.05666 3.50013 4.40430
H -2.45448 1.78479 3.07203
H -3.11241 0.25036 3.65532
H -2.36332 0.87606 -0.27653
H -2.02560 2.09975 0.93960
H -0.50484 -0.52443 0.31046
H 0.02340 1.12160 0.35671
H -0.71984 0.73396 3.04252
H -0.46826 -0.93207 2.47714
H 0.51256 3.86841 3.96295
H -0.27153 5.71702 2.24728
H 1.89126 2.85278 0.10737
Al 3.11928 -0.54330 4.27115
C 3.22682 -3.39613 -4.39035
C 2.56929 -3.82053 -3.06009
C 3.62833 -4.49233 -2.17699
C 4.72463 -3.55849 -1.63934
C 4.25694 -2.10324 -1.46700
C 2.75713 -1.92936 -1.28454
N 2.05301 -2.56986 -2.43118
O 0.88175 -2.39930 -2.48130
C 2.48276 -0.42423 -1.32642
C 2.27658 -2.49573 0.04367
C 1.45924 -4.81132 -3.35055
H 2.49479 -2.92185 -5.04582
H 3.62353 -4.27319 -4.89721
H 4.04534 -2.68957 -4.23499
H 3.12467 -4.98552 -1.34214
H 4.08335 -5.29472 -2.75653
H 5.09156 -3.96064 -0.69253
H 5.57901 -3.56402 -2.31606
H 4.77637 -1.64504 -0.63060
H 4.58111 -1.52206 -2.34324
H 2.75128 -0.00860 -2.29786
H 3.09995 0.06594 -0.57820
H 1.43260 -0.20793 -1.11550
H 2.80707 -1.97194 0.83586
H 2.47058 -3.56289 0.16152
H 1.20120 -2.32932 0.18245
H 1.90035 -5.67638 -3.83998
H 0.70072 -4.40127 -4.01460
H 0.96858 -5.14362 -2.43478
C -0.97494 -1.04468 -4.60560
C -2.36151 -0.99771 -3.94915
C -3.42659 -1.96760 -4.45783
F -3.71425 -1.77655 -5.77267
F -4.57951 -1.77319 -3.77432
F -2.84063 0.27558 -3.99485
F -2.14366 -1.32626 -2.67298
O -0.66767 -0.10145 -5.62952
C -0.98162 -0.29912 -6.93105
C -1.99347 0.73313 -7.44381
F -3.12254 0.71447 -6.71476
F -2.31493 0.43381 -8.72790
F -1.39110 -1.55818 -7.18158
F 0.15006 -0.10120 -7.65697
H -0.29720 -0.78165 -3.79655
H -0.70843 -2.05762 -4.90675
H -3.10654 -3.00161 -4.31411
H -1.55776 1.73283 -7.40204
O -7.05913 -0.22506 -5.28048
H -6.22865 -0.58425 -4.94875
H -6.83221 0.13505 -6.14205
C -0.53442 2.83913 8.04462
C 0.63644 3.08214 7.10513
C 1.84973 3.61735 7.84920
O 0.25521 3.99123 6.07248
H -0.83858 3.77502 8.52169
H -1.39410 2.45806 7.49387
H -0.27458 2.12245 8.82481
H 0.89973 2.15068 6.60083
H 1.61378 4.57532 8.32079
H 2.67634 3.78658 7.15892
H 2.17782 2.92295 8.62382
H 0.01348 4.82796 6.48256
F 5.63894 -0.02567 -2.94849
F -0.84594 -2.01335 -0.73054
*
```

For the lowest unoccupied orbital energy, the calculation gives -0.524 eV. The calculation puts the HOMO energy at -3.392 eV. The energy above the lowest of the compared OMol25 structures with the same formula, charge and spin comes out at 0.0 kJ/mol.

---

No. 3
The following is a DFT calculation (the ωB97M-V functional and the def2-TZVPD basis) of C33H30Cl2N4NiOP as an isolated structure.

Structure (ORCA input):
```
! RIJCOSX wB97M-V def2-TZVPD def2/J DEFGRID3
* xyz 1 1
Ni -0.05788 -0.23224 0.33031
N 1.50422 1.08170 0.18211
C 1.28326 2.29108 -0.57845
C 2.34789 2.92896 -1.19853
C 2.14881 4.11663 -1.88410
C 0.88495 4.68514 -1.94243
C -0.18311 4.04699 -1.33795
C -0.00156 2.83312 -0.67263
P -1.42297 1.93086 -0.04595
C -2.91462 2.87294 -0.41749
C -3.42886 2.73466 -1.70845
C -4.56766 3.42809 -2.08351
C -5.21449 4.24430 -1.16541
C -4.72237 4.36661 0.12581
C -3.57284 3.68761 0.50124
C -1.47084 0.38345 -0.82922
C -1.08330 0.20750 -2.21056
C -1.26342 -0.98889 -2.82572
C -1.84121 -2.09109 -2.12713
C -2.18115 -1.97296 -0.81843
C -1.93905 -0.76242 -0.08911
H 2.28654 0.57013 -0.21602
H 1.77216 1.33175 1.13189
H 3.34106 2.50171 -1.12739
H 2.98801 4.60543 -2.36063
H 0.72952 5.61781 -2.46699
H -1.17260 4.48068 -1.39718
H -2.94870 2.07386 -2.42033
H -4.95887 3.31908 -3.08606
H -6.11055 4.77725 -1.45481
H -5.23557 4.99017 0.84560
H -3.19780 3.78245 1.50872
H -0.67661 1.04840 -2.76130
H -0.99432 -1.09815 -3.86843
H -2.03666 -3.01317 -2.65996
H -2.65312 -2.80020 -0.30198
H -2.47660 -0.62108 0.84329
Cl -0.73127 4.82737 2.12559
C -0.06663 3.40995 2.84613
C 0.88776 3.57930 3.87049
C 1.39916 2.49380 4.51052
Cl 2.53531 2.73017 5.78844
C 1.01489 1.17862 4.13914
C 1.49959 0.00771 4.76587
C 1.08797 -1.21059 4.31587
C 0.23363 -1.26713 3.19775
N -0.23463 -0.20494 2.58920
C 0.09751 1.01745 3.07607
C -0.47805 2.16320 2.45734
O -1.51998 2.00827 1.57524
H 1.18247 4.57965 4.15252
H 2.18526 0.09630 5.59683
H 1.42434 -2.12525 4.78298
H -0.05115 -2.22265 2.77234
N 0.94853 -1.96365 0.15312
C 1.26617 -3.00235 -0.24628
N 1.61869 -4.17936 -0.70024
C 2.44646 -5.08348 0.10897
C 3.55702 -5.68511 -0.75650
C 3.09818 -5.84404 -2.21574
C 1.58680 -6.03655 -2.28637
C 0.87724 -4.76214 -1.83643
H 1.80504 -5.86589 0.52355
H 2.85070 -4.51718 0.94559
H 3.82921 -6.65447 -0.33563
H 4.44712 -5.05716 -0.71195
H 3.61593 -6.68067 -2.68286
H 3.36447 -4.95142 -2.78751
H 1.28823 -6.87973 -1.65862
H 1.26243 -6.27229 -3.29961
H -0.15863 -4.95916 -1.54825
H 0.87052 -4.02480 -2.64039
*
```

For the lowest unoccupied orbital energy (spin up / spin down), the calculation gives -2.827 / -2.827 eV. The calculation puts the HOMO energy (spin up / spin down) at -9.278 / -9.252 eV. The energy above the lowest of the compared OMol25 structures with the same formula, charge and spin comes out at 0.0 kJ/mol.

---

No. 4
The following is a DFT calculation (the ωB97M-V functional and the def2-TZVPD basis) of a 2-piece molecular cluster, C23H26IO4 overall.

Structure (ORCA input):
```
! RIJCOSX wB97M-V def2-TZVPD def2/J DEFGRID3
* xyz 1 1
C 2.24741 -0.53438 -1.07802
C 1.68189 0.72455 -1.58733
C 1.98963 2.03844 -1.23212
C 1.44052 3.11820 -2.02807
C 0.67203 2.83157 -3.28147
C 1.62386 4.43297 -1.64763
C 2.35857 4.77074 -0.50770
C 2.49791 6.20678 -0.11931
C 2.94205 3.74323 0.24132
C 2.79504 2.40290 -0.08613
C 3.47391 1.39732 0.78696
H 2.02710 -1.33336 -1.80158
H 3.33933 -0.51223 -0.94958
H 1.77079 -0.84472 -0.13531
H 1.04083 0.58059 -2.45644
H 0.26084 3.76290 -3.68716
H 1.30729 2.38620 -4.05980
H -0.16764 2.15202 -3.09825
H 1.18113 5.22684 -2.25080
H 3.10366 6.31027 0.78311
H 2.97311 6.79249 -0.91517
H 1.52214 6.67010 0.07330
H 3.53557 4.01210 1.11877
H 3.99300 1.92295 1.59990
H 2.76185 0.69590 1.24011
H 4.23384 0.82530 0.23881
C -3.03675 -2.28261 3.38807
C -1.98022 -1.21653 3.60298
C -1.72750 -0.96386 5.09508
O -0.71684 -1.61162 3.02636
C -0.63231 -1.61394 1.65429
O 0.33170 -2.14474 1.12703
C -1.70285 -0.94622 0.93478
I -1.69646 -0.84833 -1.13387
C -1.86880 -2.90842 -1.81020
C -0.77723 -3.56104 -2.37726
C -0.92483 -4.90267 -2.77510
C -2.15703 -5.54691 -2.59825
C -3.24876 -4.86990 -2.03966
C -3.10440 -3.52710 -1.65151
C -2.51273 0.03107 1.64470
O -3.23997 0.84178 1.10573
O -2.38947 0.03844 3.02674
H -3.17303 -2.50220 2.32315
H -2.72987 -3.19433 3.91151
H -3.98494 -1.93492 3.81375
H -0.93227 -0.22215 5.21302
H -2.64230 -0.58857 5.56407
H -1.41966 -1.89751 5.57508
H 0.16772 -3.03882 -2.51719
H -0.08013 -5.43486 -3.21739
H -2.27108 -6.58727 -2.90671
H -4.20792 -5.37202 -1.89768
H -3.94771 -2.97447 -1.24196
*
```

For the lowest unoccupied orbital energy, the calculation gives -5.442 eV. The calculation puts the HOMO energy at -10.835 eV. The energy above the lowest of the compared OMol25 structures with the same formula, charge and spin comes out at 0.0 kJ/mol.

---

No. 5
The following is a DFT calculation (the ωB97M-V functional and the def2-TZVPD basis) of C2H3NS3 in the gas phase.

Structure (ORCA input):
```
! RIJCOSX wB97M-V def2-TZVPD def2/J DEFGRID3
* xyz 0 1
C -0.33027 0.57571 -0.61606
C 0.43983 -0.35254 -1.14954
S 1.05709 -1.78945 -0.21601
S 1.23806 -1.07771 1.82233
S -0.74844 -0.48561 1.98854
N -0.85498 0.55378 0.62907
H -0.66529 1.22595 -1.32322
H 0.93374 -0.14891 -2.04551
H -1.06973 1.49880 0.91039
*
```

For the lowest unoccupied orbital energy, the calculation gives 0.058 eV. The calculation puts the HOMO energy at -8.247 eV. The energy above the lowest of the compared OMol25 structures with the same formula, charge and spin comes out at 91.2 kJ/mol.

---

No. 6
The following is a DFT calculation (the ωB97M-V functional and the def2-TZVPD basis) of a 9-piece molecular cluster, C43H61BrN11O9P4S overall.

Structure (ORCA input):
```
! RIJCOSX wB97M-V def2-TZVPD def2/J DEFGRID3
* xyz -1 1
C 4.67860 0.95418 1.00683
C 3.43484 0.64324 0.18907
C 3.60561 -0.34296 -0.96452
N 2.30998 1.18767 0.48045
C 1.24009 0.27499 0.82706
O 0.21337 0.42405 -0.15359
P -1.39221 0.64146 0.44784
C -1.19640 2.58504 0.46895
S -0.25753 3.33791 -0.85278
O 0.35689 4.51643 -0.27429
O -1.09957 3.72803 -1.96295
C -1.41820 -1.28974 0.57617
C -1.79782 -1.83769 1.79053
C -1.80515 -3.23179 1.86847
C -1.43236 -3.92286 0.74233
N -1.02694 -3.42171 -0.41179
C -1.02035 -2.08577 -0.47781
P -2.18562 0.83057 -1.68653
O -0.89890 0.57531 -2.74976
Br -3.69931 -0.83919 -2.10268
P -3.54234 0.94705 1.07099
O -3.52809 1.68445 2.34238
O -4.42333 -0.40919 1.30246
O -4.39850 1.81762 -0.01827
O -0.79984 0.73202 2.07559
C 0.56220 0.46862 2.22749
P 1.35167 1.63140 3.45638
N 0.57104 1.15974 4.95562
O 2.92351 1.12553 3.62305
H 5.54291 0.84052 0.34368
H 4.72549 0.20149 1.79832
H 4.64051 1.95519 1.43183
H 4.67778 -0.50420 -1.11590
H 3.18005 0.05095 -1.88610
H 3.19763 -1.33200 -0.72284
H 1.48601 -0.79980 0.76582
H -2.14398 3.13438 0.49663
H -0.68888 2.87157 1.38667
H 0.77919 2.56902 -1.27538
H -2.11035 -1.22620 2.62788
H -2.10590 -3.75584 2.76841
H -1.47460 -5.01391 0.80139
H -0.68582 -1.66951 -1.42097
H -1.06142 -0.24650 -3.23322
H -4.08972 -1.17091 0.80473
H -5.23838 1.36115 -0.15983
H 0.56578 -0.53019 2.73107
H 0.97986 0.24490 5.18522
H -0.40445 0.96097 4.71608
H 2.91248 0.15351 3.64509
N 0.63860 1.60204 8.17713
C -0.20276 0.75332 8.83994
C -0.62657 1.38228 9.98327
C -0.01958 2.66491 10.00578
C 0.75149 2.76863 8.87630
H 1.09878 1.39946 7.30471
H -0.42696 -0.22275 8.44289
H -1.29803 0.96926 10.71864
H -0.13605 3.42390 10.76150
H 1.36964 3.57150 8.51243
N -6.77315 -2.28267 0.21414
C -6.36001 -3.52395 0.60753
C -7.41555 -4.38578 0.46265
C -8.50813 -3.63226 -0.04389
C -8.07755 -2.33931 -0.18833
H -6.20358 -1.45357 0.22098
H -5.35373 -3.68753 0.95687
H -7.40533 -5.43836 0.69276
H -9.49509 -3.99731 -0.27593
H -8.58613 -1.45813 -0.54083
N 1.37183 1.83436 -6.17058
C 1.08905 0.95796 -5.16139
C 1.18794 -0.30865 -5.66758
C 1.54883 -0.19348 -7.04012
C 1.65625 1.14202 -7.31919
H 1.37180 2.83323 -6.08293
H 0.84229 1.30700 -4.17254
H 1.02021 -1.21841 -5.11399
H 1.71156 -0.99800 -7.73896
H 1.90921 1.65800 -8.22973
N 0.49663 -1.89663 10.99004
C -0.09832 -2.82010 10.17662
C -0.40193 -3.92012 10.93504
C 0.02244 -3.64647 12.26199
C 0.56961 -2.39013 12.26248
H 0.82666 -0.99205 10.69639
H -0.25369 -2.61718 9.13076
H -0.87663 -4.81930 10.57873
H -0.06476 -4.29613 13.11719
H 1.00412 -1.80713 13.05667
N -1.88018 4.21218 -5.77429
C -2.83807 4.08479 -4.81079
C -4.01006 4.58048 -5.31835
C -3.74703 5.02062 -6.64625
C -2.42416 4.77752 -6.89855
H -0.92451 3.93206 -5.66955
H -2.60001 3.65420 -3.85058
H -4.95171 4.62235 -4.79704
H -4.44856 5.46290 -7.33459
H -1.82339 4.95688 -7.77473
N 8.15241 -0.85923 2.28226
C 7.93188 0.25356 3.04768
C 8.75169 1.24911 2.58972
C 9.49420 0.71735 1.50060
C 9.10015 -0.58345 1.33436
H 7.68980 -1.74156 2.39755
H 7.21283 0.23942 3.84920
H 8.81210 2.24784 2.98866
H 10.23167 1.23204 0.90743
H 9.41081 -1.33373 0.62732
N 3.05075 -3.09177 -4.63530
C 2.31664 -4.18992 -4.28106
C 3.07497 -4.94714 -3.42820
C 4.31526 -4.27549 -3.25749
C 4.26718 -3.13337 -4.01305
H 2.74342 -2.36408 -5.25674
H 1.32137 -4.33771 -4.66492
H 2.77385 -5.87716 -2.97563
H 5.14592 -4.59364 -2.64913
H 4.99104 -2.34996 -4.16141
N -2.12164 2.39424 -10.69471
C -2.70054 2.21643 -9.46658
C -3.86796 1.52705 -9.64898
C -3.99757 1.27383 -11.04235
C -2.90417 1.81877 -11.66016
H -1.25673 2.87265 -10.86155
H -2.23348 2.59602 -8.57438
H -4.55305 1.23543 -8.87067
H -4.80183 0.75093 -11.53307
H -2.61626 1.84810 -12.69744
*
```

For the lowest unoccupied orbital energy, the calculation gives 1.629 eV. The calculation puts the HOMO energy at -5.315 eV.

---

Number 1: total energy -63940.12596 eV. Number 2: total energy -109197.81816 eV. Number 3: total energy -118087.78478 eV. Number 4: total energy -40554.69470 eV. Number 5: total energy -36117.18060 eV. Number 6: total energy -198432.60153 eV.